(1)
19
Properties=species:S:1:pos:R:3:lowdin_charge:R:1 method="wB97M-V/def2-TZVPD" charge=0 smiles=CCC.CC
C 0.745 0.758 2.038 -0.313
C 0.967 2.244 1.635 -0.116
C 0.701 -0.175 0.849 -0.133
H 1.416 0.454 2.846 0.094
H -0.223 0.735 2.548 0.093
H -0.004 2.725 1.535 0.065
H 1.655 -0.615 0.563 0.076
H -0.070 -0.940 0.965 0.067
H 0.391 0.415 -0.016 0.046
H 1.512 2.757 2.430 0.062
H 1.512 2.338 0.701 0.062
C -1.865 -1.593 -1.959 -0.167
C -0.459 -1.154 -2.379 -0.171
H -1.945 -1.646 -0.876 0.054
H -2.639 -0.977 -2.423 0.061
H -2.102 -2.570 -2.378 0.057
H 0.230 -1.886 -1.946 0.065
H -0.228 -0.185 -1.946 0.038
H -0.287 -1.134 -3.450 0.060


(2)
19
Properties=species:S:1:pos:R:3:lowdin_charge:R:1 method="wB97M-V/def2-TZVPD" charge=0 smiles=CCC.CC
C -0.741 -1.636 -2.646 -0.153
C 0.352 -2.353 -1.750 -0.159
H -1.651 -1.639 -2.105 0.046
H -0.474 -0.602 -2.697 0.040
H -0.814 -2.026 -3.628 0.044
H 1.455 -2.115 -1.962 0.081
H 0.187 -3.483 -1.939 0.084
H 0.160 -2.038 -0.765 0.011
C -0.166 0.973 1.507 -0.314
C -0.335 2.074 2.658 -0.074
C 0.904 1.053 0.406 -0.130
H -1.025 1.167 0.871 0.078
H -0.227 -0.016 1.909 0.080
H 0.468 2.736 2.528 0.041
H -1.287 2.443 2.600 0.029
H 0.447 0.394 -0.367 0.054
H 1.904 0.837 0.861 0.078
H -0.098 1.525 3.581 0.069
H 0.876 2.153 0.057 0.095


(3)
19
Properties=species:S:1:pos:R:3:lowdin_charge:R:1 method="wB97M-V/def2-TZVPD" charge=0 smiles=CCC.CC
C -0.478 -1.510 -0.569 -0.347
C 0.903 -1.087 -0.307 -0.138
C -0.566 -2.928 0.010 -0.119
H -1.241 -0.849 -0.156 0.087
H -0.888 -1.547 -1.564 0.094
H 1.573 -1.878 -0.094 0.048
H -1.107 -3.584 -0.614 0.041
H 0.468 -3.222 0.213 0.047
H -1.054 -3.019 1.108 0.119
H 1.180 -0.204 -0.840 0.052
H 0.804 -0.610 0.762 0.115
C 0.453 2.952 -0.270 -0.179
C -0.458 2.155 0.696 -0.173
H 0.995 2.266 -1.005 0.064
H -0.164 3.892 -0.421 0.074
H 1.508 3.351 0.062 0.081
H 0.076 2.104 1.657 0.068
H -0.605 1.131 0.379 0.015
H -1.399 2.587 0.952 0.049


(4)
19
Properties=species:S:1:pos:R:3:lowdin_charge:R:1 method="wB97M-V/def2-TZVPD" charge=0 smiles=CCC.CC
C 0.477 -1.953 0.968 -0.301
C 1.291 -1.045 0.043 -0.129
C 0.538 -1.540 2.459 -0.128
H 0.806 -2.987 0.913 0.094
H -0.576 -1.857 0.722 0.088
H 0.667 -0.841 -0.832 0.050
H 1.716 -0.122 0.434 0.071
H 1.550 -1.445 2.856 0.068
H 0.090 -2.345 3.033 0.059
H 2.165 -1.549 -0.370 0.061
H -0.043 -0.637 2.619 0.064
C -1.293 1.734 -0.953 -0.168
C -0.784 2.257 -2.308 -0.156
H -1.083 0.707 -0.674 0.037
H -0.995 2.437 -0.168 0.060
H -2.376 1.866 -0.849 0.059
H -1.651 2.376 -2.966 0.060
H 0.018 1.645 -2.706 0.058
H -0.517 3.298 -2.221 0.052


(5)
19
Properties=species:S:1:pos:R:3:lowdin_charge:R:1 method="wB97M-V/def2-TZVPD" charge=0 smiles=CCC.CC
C 1.762 0.726 -0.585 -0.325
C 1.783 -0.773 -0.816 -0.208
C 2.152 1.090 -2.034 -0.175
H 0.862 1.125 -0.172 0.082
H 2.707 1.084 0.050 0.139
H 2.625 -1.265 -1.383 0.075
H 0.813 -1.193 -1.306 0.095
H 2.986 0.434 -2.381 0.068
H 1.262 0.989 -2.742 0.093
H 1.696 -1.267 0.247 0.083
H 2.486 2.152 -1.835 0.074
C -2.556 -1.140 1.750 -0.207
C -2.709 0.320 1.459 -0.221
H -2.818 -1.398 2.833 0.088
H -3.205 -1.705 1.124 0.043
H -1.481 -1.375 1.592 0.065
H -3.614 0.817 2.003 0.085
H -1.879 0.903 1.889 0.051
H -2.870 0.476 0.306 0.096


(6)
19
Properties=species:S:1:pos:R:3:lowdin_charge:R:1 method="wB97M-V/def2-TZVPD" charge=0 smiles=CCC.CC
C -0.754 1.180 -0.097 -0.363
C -0.145 2.019 -1.235 -0.140
C -1.750 1.967 0.827 -0.152
H -1.392 0.266 -0.424 0.106
H 0.007 0.566 0.588 0.118
H 0.273 3.038 -0.813 0.111
H -2.597 2.533 0.254 0.098
H -2.192 1.410 1.684 0.072
H -0.907 2.005 -2.067 0.082
H 0.669 1.418 -1.671 0.051
H -1.256 2.856 1.095 0.022
C 1.416 -2.094 -0.452 -0.159
C 1.048 -2.822 0.950 -0.131
H 2.322 -1.428 -0.244 0.072
H 1.884 -2.738 -1.256 0.066
H 0.597 -1.555 -0.872 0.015
H 0.297 -3.579 0.734 0.059
H 0.485 -2.155 1.561 0.029
H 1.994 -2.888 1.435 0.046


(7)
19
Properties=species:S:1:pos:R:3:lowdin_charge:R:1 method="wB97M-V/def2-TZVPD" charge=0 smiles=CCC.CC
C 0.024 -0.663 -2.625 -0.168
C 1.383 -1.090 -2.068 -0.177
H -0.734 -0.317 -1.923 0.047
H 0.163 0.096 -3.398 0.062
H -0.378 -1.529 -3.145 0.059
H 1.443 -2.112 -1.705 0.060
H 1.817 -0.386 -1.352 0.057
H 2.100 -1.078 -2.893 0.058
C -1.018 0.683 2.152 -0.318
C -0.629 -0.597 1.428 -0.128
C -0.140 1.868 1.738 -0.124
H -0.929 0.580 3.241 0.097
H -2.084 0.848 1.978 0.095
H 0.345 -0.955 1.771 0.072
H -1.341 -1.416 1.508 0.070
H -0.479 2.388 0.843 0.067
H 0.865 1.490 1.523 0.067
H -0.378 -0.416 0.385 0.041
H -0.031 2.604 2.541 0.065


(8)
19
Properties=species:S:1:pos:R:3:lowdin_charge:R:1 method="wB97M-V/def2-TZVPD" charge=0 smiles=CCC.CC
C -0.577 2.240 -1.476 -0.167
C -2.081 1.905 -1.605 -0.163
H -0.413 2.597 -0.468 0.053
H 0.095 1.398 -1.625 0.050
H -0.355 3.045 -2.175 0.058
H -2.651 2.498 -0.901 0.056
H -2.254 0.854 -1.355 0.054
H -2.444 2.007 -2.624 0.056
C 0.800 -0.861 1.178 -0.308
C 2.176 -1.328 0.725 -0.137
C -0.216 -2.028 1.321 -0.103
H 0.807 -0.215 2.061 0.097
H 0.459 -0.183 0.389 0.072
H 2.100 -2.049 -0.093 0.070
H -1.028 -1.892 0.620 0.058
H 2.668 -1.915 1.498 0.066
H 2.863 -0.536 0.433 0.065
H 0.285 -2.982 1.191 0.064
H -0.647 -1.957 2.312 0.059


(9)
19
Properties=species:S:1:pos:R:3:lowdin_charge:R:1 method="wB97M-V/def2-TZVPD" charge=0 smiles=CCC.CC
C 2.083 0.977 1.280 -0.180
C 3.131 -0.117 1.188 -0.168
H 2.593 1.936 1.186 0.060
H 1.255 0.952 0.573 0.037
H 1.520 1.011 2.221 0.066
H 3.959 0.040 1.865 0.059
H 3.470 -0.265 0.162 0.062
H 2.648 -1.076 1.416 0.062
C -1.930 -0.395 -1.564 -0.297
C -0.825 -1.066 -0.701 -0.110
C -2.826 0.456 -0.644 -0.132
H -1.557 0.276 -2.335 0.089
H -2.495 -1.149 -2.105 0.090
H -1.326 -1.865 -0.157 0.073
H -0.446 -0.290 -0.048 0.034
H -3.200 1.379 -1.084 0.062
H -3.711 -0.048 -0.238 0.066
H -0.021 -1.486 -1.305 0.067
H -2.323 0.730 0.290 0.061


(10)
19
Properties=species:S:1:pos:R:3:lowdin_charge:R:1 method="wB97M-V/def2-TZVPD" charge=0 smiles=CCC.CC
C -0.720 -3.040 -0.235 -0.164
C -1.511 -1.824 -0.703 -0.184
H -0.941 -3.283 0.799 0.063
H -0.637 -3.858 -0.945 0.062
H 0.324 -2.728 -0.076 0.056
H -1.556 -1.190 0.184 0.061
H -2.524 -2.147 -0.967 0.065
H -1.217 -1.223 -1.556 0.049
C 0.459 1.533 0.755 -0.327
C 0.349 0.843 -0.641 -0.108
C 1.454 2.651 0.927 -0.128
H 0.589 0.706 1.460 0.094
H -0.557 1.850 1.013 0.093
H 0.972 -0.047 -0.633 0.066
H -0.665 0.546 -0.833 0.027
H 1.454 3.339 0.079 0.069
H 2.458 2.209 0.857 0.074
H 0.747 1.597 -1.323 0.069
H 1.396 3.169 1.872 0.063


| no. | energy (Eh) | M (g mol⁻¹) |
| --- | --- | --- |
| 1 | -198.87689 | 74.17 |
| 2 | -198.84033 | 74.17 |
| 3 | -198.80792 | 74.17 |
| 4 | -198.86742 | 74.17 |
| 5 | -198.82544 | 74.17 |
| 6 | -198.82912 | 74.17 |
| 7 | -198.87928 | 74.17 |
| 8 | -198.87641 | 74.17 |
| 9 | -198.87532 | 74.17 |
| 10 | -198.86370 | 74.17 |